Record 1
46
Properties=species:S:1:pos:R:3:forces:R:3:mulliken_charge:R:1 method="wB97M-V/def2-TZVPD" de_lowest_kcal_mol=128.7 smiles="CCCCNC(=O)O.O.O.O.O.O.O.O.O.O" lumo_energy_ha=0.0028 homo_energy_ev=-9.918
C -0.592478 -2.503693 -3.324510 -0.45 -2.47 -4.02 -1.386
C -1.632386 -1.554180 -2.720637 0.47 -0.26 -0.35 0.525
C -1.280625 -0.163970 -3.300906 0.18 1.35 1.45 -0.914
C -0.457550 0.616312 -2.168858 0.54 0.41 -1.59 -0.430
N 0.777680 -0.131235 -1.839354 0.16 -0.60 1.42 0.034
C 1.309959 -0.351411 -0.586181 2.32 -0.12 0.15 0.491
O 2.520146 -0.699245 -0.450666 -2.34 0.08 -0.05 -0.763
O 0.545259 -0.182807 0.521836 -0.53 0.02 -0.03 0.060
H -1.120963 -2.726521 -4.376456 1.00 -0.47 2.06 0.298
H -0.257570 -3.456743 -2.884430 -1.19 0.15 0.47 0.267
H 0.367923 -2.317533 -3.835143 0.08 1.77 0.92 0.397
H -2.597308 -1.926133 -3.214165 0.97 0.66 1.71 0.414
H -1.535059 -1.594365 -1.585655 -0.88 0.29 -1.53 -0.351
H -2.136042 0.509507 -3.579828 0.58 -0.85 0.35 0.335
H -0.687778 -0.360575 -4.216625 -0.19 0.62 0.48 0.447
H -0.181707 1.695033 -2.417428 -0.30 -1.51 -0.11 0.238
H -1.040202 0.722219 -1.264710 -0.30 -0.34 0.19 0.229
H 1.298264 -0.659563 -2.562805 -0.54 0.95 0.70 0.315
H 1.015159 -0.249360 1.431122 -0.76 0.43 -2.32 0.078
O 2.524409 0.478679 2.165844 -0.51 -1.33 7.17 -0.687
H 2.577725 1.361868 2.298294 0.40 4.19 -1.30 0.302
H 2.551925 -0.043293 1.479751 1.70 -2.91 -6.74 0.161
O -1.566299 -2.304257 0.720229 1.64 2.09 1.98 -0.542
H -2.347804 -2.692753 0.429296 -1.53 -1.47 -1.14 0.247
H -0.755426 -2.612868 0.331372 -0.11 -0.66 -0.61 0.271
O 0.846167 3.317061 -0.993026 2.57 0.13 0.30 -0.607
H 1.796285 3.267044 -1.346406 -2.12 0.06 0.55 0.335
H 1.019917 3.433513 -0.025011 -0.45 -0.39 -0.79 0.312
O 0.966017 1.351971 4.014332 -0.91 2.54 1.11 -0.682
H 1.762863 0.981648 3.697596 0.68 -1.07 -0.19 0.389
H 0.275646 0.702585 3.966185 -0.27 -0.95 0.04 0.444
O -1.457806 2.889718 3.020349 0.33 -0.29 -3.32 -0.653
H -0.874643 2.094461 2.969509 -0.41 0.79 0.37 0.309
H -1.569021 3.093365 2.009654 0.22 -0.36 2.84 0.295
O 1.307054 3.723637 1.904334 1.76 -1.85 -1.63 -0.632
H 0.715803 3.647352 2.617509 -1.44 0.34 1.53 0.337
H 1.397160 4.578944 1.537514 -0.23 1.57 0.19 0.299
O -0.083340 -1.040461 3.758351 -1.46 -0.62 -1.07 -0.765
H 0.863762 -1.173852 3.714585 0.17 -0.47 -0.29 0.313
H -0.551661 -1.481584 2.992090 1.02 0.49 1.13 0.332
O -3.821353 0.722342 0.998364 3.98 0.72 0.48 -0.621
H -2.879175 0.321565 1.077319 -2.42 -0.21 -0.32 0.269
H -3.431279 1.627425 1.148884 -1.52 -0.63 -0.15 0.336
O 1.829183 -3.809078 -0.941251 2.08 1.33 1.87 -0.654
H 2.708849 -4.239905 -0.635700 -2.26 1.20 -0.76 0.296
H 1.880322 -2.860864 -0.534568 0.27 -2.36 -1.14 0.313

=====

Record 2
86
Properties=species:S:1:pos:R:3:forces:R:3:mulliken_charge:R:1 method="wB97M-V/def2-TZVPD" lumo_energy_ha=0.0038 homo_energy_ev=-10.226
C 5.141299 -1.405769 0.866386 -0.65 0.37 -0.43 0.049
C 6.660973 -1.425911 0.626820 0.74 0.84 -0.89 -0.128
O 7.165863 -2.534877 1.329875 -0.43 -0.67 1.52 -0.403
S 6.119911 -3.059823 2.501610 0.12 4.44 -0.49 1.029
O 6.257143 -2.323918 3.747389 0.00 -1.10 -1.99 -0.533
O 6.185476 -4.434342 2.417369 -0.01 -3.03 0.52 -0.503
O 4.790701 -2.552732 1.728767 1.08 0.91 -0.38 -0.210
H 4.557578 -1.441184 -0.064129 0.17 -0.68 0.34 0.028
H 4.844816 -0.442621 1.285393 -0.04 -0.33 0.66 0.154
H 7.149943 -0.491009 0.983422 -0.44 -0.56 -0.03 0.268
H 6.983932 -1.533487 -0.452206 -0.66 -0.11 1.13 0.219
C -3.252970 2.054258 -2.016664 -0.25 -1.43 -0.97 -0.189
C -4.103346 2.675318 -0.947388 -1.42 -0.32 0.80 -0.123
O -3.206749 3.411800 -0.180151 2.25 1.10 1.53 -0.393
S -1.714765 2.929406 -0.364069 0.21 0.49 -0.18 1.121
O -1.172711 2.448770 0.842423 0.19 -0.54 1.10 -0.410
O -0.967024 3.882928 -1.090840 0.37 1.11 -0.28 -0.685
O -2.001991 1.750783 -1.332075 -0.81 -0.76 -0.34 -0.052
H -3.030693 2.724995 -2.854726 -0.14 -0.18 0.15 0.390
H -3.640119 1.070701 -2.354390 0.21 0.81 0.07 -0.002
H -4.603751 1.986118 -0.240522 0.23 -0.05 -0.87 0.090
H -4.776134 3.464285 -1.220453 -0.80 -0.21 -1.02 0.331
C -5.489742 -1.444634 2.751647 -0.53 -1.60 0.61 -0.477
C -4.156930 -2.181575 2.558621 -0.35 0.26 1.62 -0.193
O -4.037318 -2.452186 1.182207 -0.93 0.40 -1.26 -0.222
S -4.810456 -1.296726 0.423861 0.35 1.59 1.69 0.875
O -5.707563 -1.846742 -0.461511 -2.16 -1.88 -2.48 -0.638
O -3.985838 -0.246147 -0.022591 1.79 0.61 -0.72 -0.298
O -5.621802 -0.595382 1.624617 0.51 -0.91 -0.15 -0.372
H -5.423056 -0.848000 3.639619 -0.19 0.32 0.45 0.345
H -6.358457 -2.176557 2.823564 0.95 0.95 -0.19 0.285
H -4.158734 -3.104464 3.143778 0.38 0.22 -0.31 0.498
H -3.316145 -1.542161 2.776779 0.20 0.03 0.74 0.073
C -0.902149 1.231712 5.136503 2.96 -0.48 -0.94 -0.362
C -0.935508 0.287859 3.897999 2.04 0.89 0.06 -0.130
O -1.318370 -1.006567 4.365536 -0.35 0.64 0.52 0.004
S -1.916449 -0.860997 5.810058 -3.29 -0.71 0.86 1.059
O -1.087841 -1.430538 6.791475 1.14 -0.22 0.34 -0.570
O -3.296223 -1.286103 5.794759 1.14 0.69 -0.29 -0.582
O -1.893220 0.752750 5.945053 -1.36 -1.46 0.92 -0.343
H -1.022022 2.269572 4.974792 -0.80 0.97 -0.79 0.362
H 0.109662 1.226873 5.613220 -0.63 -0.63 -0.01 0.278
H 0.073195 0.105628 3.512712 -0.28 0.53 -0.29 0.177
H -1.594210 0.683135 3.154061 -0.58 -0.18 -0.58 0.132
Br 3.388168 4.310605 -5.209001 -0.34 0.30 0.12 -0.175
C 4.822402 3.191526 -4.550096 0.47 0.17 -0.18 -0.580
C 4.742884 3.037418 -3.053278 -1.57 -1.03 0.57 -0.229
Br 6.211570 1.911371 -2.374493 -0.35 0.26 -0.27 -0.145
H 5.742692 3.706790 -4.830362 -0.10 -0.26 -0.07 0.394
H 4.686111 2.281906 -5.125276 0.32 -0.20 0.32 0.365
H 3.765847 2.514686 -2.747199 1.54 0.80 -0.35 -0.011
H 4.835200 3.995798 -2.544547 -0.03 -0.14 -0.06 0.377
Br 1.191224 -1.816974 0.994712 -0.29 -0.05 -0.04 -0.219
C 0.134305 -0.757860 -0.234512 0.34 0.19 -1.15 -0.412
C 0.976827 0.387396 -0.762519 0.88 -0.47 1.81 0.545
Br 2.287058 -0.344298 -1.973102 0.36 0.32 -0.32 -0.137
H -0.742639 -0.358306 0.220845 -0.52 0.17 0.88 0.279
H -0.228326 -1.354108 -1.091968 0.40 -0.15 0.61 0.391
H 1.514244 0.964572 0.029430 -0.35 -0.90 -0.62 0.144
H 0.360358 1.091201 -1.235739 -0.76 0.76 -1.18 -0.564
Br -1.421384 -2.207030 -5.944597 -0.25 -0.19 0.31 -0.172
C -3.112324 -2.109127 -4.944410 0.06 -0.31 0.23 -0.675
C -2.885582 -1.980282 -3.430183 1.42 -0.66 -1.11 -0.030
Br -2.614767 -3.760851 -2.625690 -0.04 0.63 -0.06 -0.141
H -3.728191 -2.951770 -5.292006 0.32 0.30 0.44 0.437
H -3.535738 -1.194394 -5.294144 -0.39 0.64 -0.28 0.398
H -3.686006 -1.489481 -2.906039 -0.38 0.02 0.12 0.162
H -1.929369 -1.424282 -3.336359 -0.69 -0.32 0.42 -0.017
C 2.246099 4.691709 0.353455 -0.98 -1.75 -0.44 -0.825
C 2.652492 3.319537 0.716903 0.41 -0.03 0.68 0.484
N 2.941130 2.256168 1.061561 -0.10 0.76 -0.36 -0.503
H 1.314821 4.881096 0.868690 -0.36 0.07 0.03 0.270
H 2.033016 4.644557 -0.717076 0.10 0.53 0.07 0.219
H 2.927667 5.446459 0.643307 0.99 0.52 0.05 0.371
C 0.364459 -5.320355 2.379961 -1.09 0.38 0.31 -0.919
C -0.798601 -4.413158 2.425248 -0.31 1.00 0.61 0.353
N -1.589978 -3.596709 2.643989 0.67 -1.15 -0.53 -0.286
H 1.091061 -4.867667 3.073227 -0.07 -0.68 -0.30 0.250
H 0.730600 -5.388021 1.376736 0.46 0.22 -0.55 0.274
H 0.005728 -6.322478 2.629624 0.39 0.15 0.44 0.354
C 0.258161 1.270490 -4.421686 -0.97 -1.40 -2.12 0.311
C -1.064563 1.533710 -5.083354 0.21 -0.66 0.45 0.156
N -2.142530 1.644216 -5.479772 0.66 0.09 0.19 -0.528
H 1.003202 1.878092 -4.885050 0.56 0.58 -0.16 0.253
H 0.578036 0.195231 -4.566050 -0.65 1.15 0.25 0.262
H 0.136434 1.510180 -3.407778 0.08 0.25 1.42 -0.427

=====

Record 3
12
Properties=species:S:1:pos:R:3:forces:R:3:lowdin_spin:R:1 method="wB97M-V/def2-TZVPD" de_lowest_kcal_mol=111.2 multiplicity=2 lumo_energy_ha="-0.2926 / -0.2825" s2=0.751 charge=+2 homo_energy_ev="-11.769 / -18.162"
O -0.364530 -0.217971 0.170443 -1.76 0.86 2.07 0.076
C -0.817948 -1.547341 0.078544 -1.07 0.48 -3.70 0.020
C -2.303436 -1.570677 -0.196874 -1.36 0.05 4.67 0.015
Ba 2.618133 0.123237 0.155285 -0.40 0.03 0.02 0.652
Li -1.332412 2.776296 -1.109043 -0.10 0.15 0.30 0.093
H -0.667022 -2.032039 1.051931 0.84 -0.97 -1.07 0.004
H -0.815375 -1.741872 -1.132247 3.03 -1.21 3.07 0.005
H -2.818640 -2.153520 0.577966 0.00 0.29 -0.06 0.001
H -2.558728 -2.157160 -1.084553 -1.07 2.11 -1.00 0.002
O -2.693790 -0.029263 0.390860 -0.52 -2.43 -0.51 0.027
C -1.632767 0.607805 0.685325 2.75 -0.58 -5.46 0.068
O -1.395340 1.772885 0.489088 -0.33 1.21 1.65 0.037

=====

Record 4
18
Properties=species:S:1:pos:R:3:forces:R:3:mulliken_charge:R:1 method="wB97M-V/def2-TZVPD" de_lowest_kcal_mol=135.4 lumo_energy_ha=-0.0092 homo_energy_ev=-8.621
C -1.959197 0.439447 -0.011306 -0.27 4.93 -1.45 0.188
C -1.381825 1.841156 0.167880 -1.34 -2.04 -0.32 -0.403
C -0.021794 1.834458 0.498105 3.19 2.32 -1.20 -0.488
C 0.903883 0.673037 0.145331 -3.40 0.93 1.06 0.359
C 2.311315 0.321878 -0.029677 3.32 4.16 -2.81 0.442
C 2.309146 -1.194031 0.289031 6.96 1.51 -0.48 -0.497
C 0.261536 -0.573211 -0.029932 -2.34 5.36 0.88 0.462
C -1.153581 -0.621372 -0.102785 3.09 -0.09 1.00 0.327
H -3.717181 -0.556044 0.198851 1.82 2.67 -1.98 0.358
H -2.141263 2.739126 -0.061417 2.16 -2.02 1.30 0.282
H 0.590253 2.864818 0.903994 -2.03 -2.95 -1.58 0.218
H 2.674989 -1.421613 1.329771 -0.56 0.42 -0.82 0.293
H 3.426033 -1.516414 -0.388262 -4.08 -0.07 1.22 0.267
H -1.507477 -2.583455 0.054540 1.46 -0.81 0.09 0.346
O -3.295324 0.254443 -0.354559 -0.74 -1.63 2.67 -0.557
O 3.235288 1.061345 -0.661853 -4.40 -4.27 3.99 -0.609
O 1.023984 -1.583469 0.129965 0.56 -5.16 -1.01 -0.399
O -1.831729 -1.714143 -0.063223 -3.40 -3.26 -0.55 -0.588